A cluster of 2 separate species, C11H17FN3O10P2S in total. Source: the OMol25 dataset; level of theory: the ωB97M-V functional and the def2-TZVPD basis.

Structure (XYZ):
```
45
Properties=species:S:1:pos:R:3:forces:R:3:nbo_charge:R:1
C 3.6028 -2.3524 -1.3506 -0.84 -0.13 -0.58 -0.630
C 3.1384 -1.4670 -2.5939 0.96 -0.32 0.42 -0.539
S 1.4684 -2.0586 -3.0728 -0.19 0.04 -0.19 0.210
C 0.3532 -0.6445 -3.4284 1.07 0.64 -0.39 -0.562
C -0.2430 0.1177 -2.1796 0.86 0.89 -1.97 -0.334
C -0.6771 -0.7800 -0.9551 -1.57 -2.21 2.86 0.742
O -0.8330 -0.1728 0.1117 0.69 1.68 -0.52 -0.704
O -0.9184 -2.0245 -1.0194 0.62 1.34 -2.18 -0.748
N -1.3654 0.9707 -2.6686 -1.64 -1.25 0.84 -0.350
F -1.0463 1.6197 -3.8593 0.46 0.07 -0.58 -0.249
P -2.8904 0.1753 -2.7170 -2.54 -1.09 2.04 2.269
N -3.6544 0.2010 -1.3506 0.76 0.03 -1.04 -1.307
O -3.8034 0.9857 -3.8369 1.78 -1.30 -0.08 -0.959
O -2.7532 -1.4029 -3.2204 -0.07 1.61 -1.11 -1.008
P 1.0430 1.3460 -1.5044 1.22 0.17 2.56 2.183
N 1.9423 0.7615 -0.3519 0.17 0.21 -0.84 -1.338
O 0.2115 2.6588 -0.9132 0.60 -0.88 -1.68 -0.948
O 2.0650 1.8854 -2.7260 -1.47 0.00 0.00 -1.005
H 2.7198 -2.9515 -1.0082 0.74 0.63 -0.08 0.238
H 3.9557 -1.7390 -0.4948 -0.05 -0.46 -0.64 0.219
H 4.3484 -3.0995 -1.7131 -0.25 0.71 0.53 0.190
H 3.8990 -1.6666 -3.3929 -0.91 0.31 0.30 0.194
H 3.1619 -0.3817 -2.3777 -0.22 -0.80 -0.07 0.221
H -0.4378 -1.0361 -4.1144 0.47 0.13 0.99 0.258
H 0.9423 0.0714 -4.0596 -0.59 -0.51 0.60 0.235
H -3.8642 -0.7471 -1.0399 0.22 0.42 0.31 0.370
H -4.2452 0.2748 -4.3394 0.09 0.48 0.14 0.500
H -3.0295 -2.0128 -2.5168 0.54 0.38 0.05 0.530
H 2.9320 0.8058 -0.5960 -0.21 -0.18 0.20 0.340
H 0.8707 3.3669 -0.7963 -0.31 -0.36 0.13 0.489
H 2.9405 2.0939 -2.3685 -0.40 -0.19 0.15 0.497
C -0.8635 0.7349 3.3287 -0.30 -0.02 -0.12 -0.349
C 0.2038 1.2590 3.9412 0.01 0.13 -0.67 0.283
C 0.4430 1.0612 5.4024 -0.10 -0.18 0.33 0.481
O 1.4393 1.5414 5.9181 0.03 0.11 -0.19 -0.562
C -0.5429 0.2949 6.1634 0.27 0.16 0.06 -0.389
C -1.6105 -0.2258 5.5535 -0.10 -0.26 0.78 0.316
C -1.8367 -0.0511 4.0848 0.25 0.29 -0.82 0.466
O -2.8162 -0.5612 3.5763 -0.16 -0.12 0.53 -0.513
O -2.5352 -0.9330 6.2273 0.08 0.18 -0.60 -0.646
O 1.1153 1.9893 3.2729 -0.10 -0.14 0.74 -0.620
H -1.0462 0.8686 2.2672 0.10 -0.17 -0.08 0.304
H -0.3676 0.1735 7.2236 -0.01 -0.02 -0.01 0.230
H -3.1965 -1.1953 5.5573 0.05 0.00 -0.02 0.504
H 1.7802 2.2460 3.9372 0.00 -0.03 -0.09 0.492
```
Forces are in eV/Å.

As for the total charge: -1.


A structure of composition C2H3F2NO. Source: the OMol25 dataset; level of theory: the ωB97M-V functional and the def2-TZVPD basis.

Structure (XYZ):
```
9
Properties=species:S:1:pos:R:3:forces:R:3:nbo_charge:R:1
C 1.2114 -0.3048 0.0546 1.64 -2.45 1.98 -0.163
C 0.1749 0.6312 -0.2300 -1.93 -2.60 1.89 0.225
N -1.5914 0.0637 0.4400 3.08 1.03 -0.48 0.277
O 1.0839 0.9591 0.7001 -0.63 1.69 0.34 -0.429
F -2.3718 0.4802 -0.6024 -0.30 0.26 -0.49 -0.250
F -1.6222 -1.3140 0.2734 0.33 0.01 -0.07 -0.258
H 0.8665 -1.0500 0.7733 0.20 -0.41 -0.40 0.194
H 2.2643 -0.5356 -0.2803 -1.61 0.59 -0.72 0.216
H -0.0156 1.0701 -1.1287 -0.78 1.87 -2.06 0.189
```
Forces are in eV/Å.

As for the energy above the lowest of the compared OMol25 structures with the same formula, charge and spin: 172.18 kcal per mole.


The molecule C4H9NO. Source: the OMol25 dataset; level of theory: the ωB97M-V functional and the def2-TZVPD basis.

Structure (XYZ):
```
15
Properties=species:S:1:pos:R:3:forces:R:3:nbo_charge:R:1
C 1.9900 -0.5067 -0.0723 0.16 -0.07 -0.02 -0.597
C 1.2261 0.8068 0.1935 0.05 0.05 0.03 -0.489
C -0.1505 0.3636 0.6377 -0.02 -0.11 -0.01 0.679
O -0.3205 -0.1987 1.7066 -0.03 0.19 -0.18 -0.632
N -1.1345 0.4709 -0.3063 0.09 0.01 0.06 -0.622
C -2.3094 -0.3718 -0.2445 -0.19 -0.08 0.04 -0.425
H 1.3277 -1.2891 -0.4690 0.12 0.27 0.02 0.209
H 2.8043 -0.3705 -0.7838 0.02 0.07 0.05 0.209
H 2.4087 -0.8887 0.8593 -0.07 0.00 -0.07 0.224
H 1.7098 1.3855 0.9891 -0.13 -0.18 -0.14 0.230
H 1.1915 1.4412 -0.7001 -0.07 -0.16 0.09 0.197
H -0.9339 0.9580 -1.1650 0.09 -0.15 0.13 0.390
H -2.3013 -1.1056 -1.0600 -0.03 0.11 0.13 0.190
H -2.2706 -0.8983 0.7105 -0.08 0.06 -0.14 0.243
H -3.2374 0.2035 -0.2956 0.11 -0.01 0.02 0.196
```
Forces are in eV/Å.

As for the energy above the lowest of the compared OMol25 structures with the same formula, charge and spin: 10.03 kcal per mole. The SMILES is CCC(=O)NC.


The ion C18H42B2N7O6 with charge +1. Source: the OMol25 dataset; level of theory: the ωB97M-V functional and the def2-TZVPD basis.

Structure (XYZ):
```
75
Properties=species:S:1:pos:R:3:forces:R:3:lowdin_charge:R:1
C -5.1017 -1.8963 2.1591 0.42 -0.69 -0.63 -0.126
C -4.4509 -2.8288 1.0333 -0.72 -0.40 -0.29 -0.262
C -4.2986 -4.3469 1.5097 -0.51 0.81 0.55 -0.217
C -3.4494 -4.5112 2.8557 -0.54 -1.11 -0.24 -0.201
C -1.9094 -4.8402 2.6110 0.13 -0.33 1.45 -0.204
C -0.9167 -3.6369 2.9679 -1.19 0.14 -0.85 -0.181
C -0.6209 -2.8292 1.6243 0.05 0.03 -0.01 -0.204
C 0.9131 -2.4210 1.4156 -1.25 0.62 0.94 -0.137
C 0.9664 -0.9324 0.8864 1.62 0.81 1.01 -0.135
N 1.0178 -0.7560 -0.5854 -0.57 -0.93 -1.59 -0.029
C 0.6191 -1.8880 -1.5017 -0.13 -0.63 -1.30 -0.017
B 1.9383 -2.7187 -2.0241 1.37 -0.23 -0.51 -0.502
O 2.8674 -2.0582 -2.8885 -1.53 -1.68 1.26 0.106
O 2.2522 -4.0518 -1.6387 -1.00 1.43 -1.00 0.115
C 1.3938 0.3411 -1.2392 1.40 4.69 -1.85 -0.209
N 1.5188 0.6024 -2.6310 0.29 0.51 0.10 0.182
C 1.9831 1.9074 -2.9101 -1.15 -3.83 5.93 0.034
B 2.2848 2.5338 -4.3706 -0.13 1.26 -2.01 -0.432
O 1.2521 3.3595 -4.9371 1.09 -2.28 0.80 0.118
O 3.4509 2.3062 -5.1334 -2.42 -0.40 1.56 0.158
N 2.0937 2.4581 -1.6131 0.37 -0.45 -6.67 -0.091
O 2.4861 3.7470 -1.5584 -0.16 0.61 1.74 -0.025
C 1.3777 4.6824 -1.6944 -2.00 1.26 -0.02 -0.075
C -0.0107 4.1858 -1.1175 -0.74 0.44 0.34 -0.182
O -0.9826 5.2060 -1.4728 0.41 -1.25 -0.22 -0.176
C -2.1962 4.6116 -1.9647 -1.11 0.62 -0.07 -0.254
C -3.1113 3.9377 -0.8466 -0.10 -0.53 -0.73 -0.075
N 1.7792 1.5721 -0.6519 -1.50 -0.19 1.81 0.038
C 1.8671 2.0807 0.7255 0.87 -0.23 2.19 -0.031
C 3.3817 1.7831 1.2634 0.99 0.85 0.10 -0.606
N 4.1790 0.9340 0.3662 -0.53 0.48 0.69 0.095
N 3.3923 1.1525 2.6077 -0.02 0.65 -0.37 0.061
N 4.0966 3.1046 1.2984 -0.54 -0.97 -0.72 0.061
H -4.2607 -1.5884 2.8495 -1.33 -0.06 -0.48 0.062
H -5.6339 -1.0127 1.6898 0.92 -0.87 0.63 0.072
H -5.9006 -2.4955 2.6984 1.08 0.73 -0.40 0.083
H -3.4514 -2.4326 0.6575 -1.27 -0.31 0.49 0.084
H -5.1936 -2.8281 0.1675 1.17 -0.03 0.84 0.103
H -3.8799 -5.0016 0.6908 -0.30 0.75 0.83 0.102
H -5.3639 -4.7153 1.6867 1.36 0.39 -0.11 0.110
H -3.6209 -3.6509 3.5798 0.37 -0.94 -1.05 0.100
H -3.8940 -5.4218 3.3804 0.58 1.16 -0.59 0.110
H -1.6284 -5.6993 3.3058 -0.44 0.98 -0.90 0.109
H -1.7917 -5.2394 1.5622 0.12 0.59 1.04 0.098
H 0.0063 -3.9554 3.5299 -0.83 0.14 -0.90 0.107
H -1.4951 -2.9533 3.6744 0.89 -0.82 -0.81 0.110
H -1.2635 -1.8880 1.6557 0.93 -1.07 -0.14 0.104
H -1.0085 -3.4163 0.7267 0.54 0.62 1.17 0.094
H 1.3675 -2.4042 2.4614 -0.43 0.17 -1.40 0.125
H 1.5157 -3.1679 0.8282 -0.68 0.91 0.36 0.117
H 1.9326 -0.4832 1.3037 -1.25 -0.51 -0.50 0.099
H 0.1316 -0.2805 1.3016 0.79 -1.17 -0.40 0.130
H 0.1427 -1.4900 -2.4610 0.57 -0.09 1.41 0.131
H -0.1671 -2.5551 -1.0482 0.97 0.93 -0.05 0.110
H 3.4021 -2.7486 -3.3321 -0.08 0.53 0.49 0.115
H 1.4670 -4.6230 -1.5942 0.39 0.24 0.36 0.108
H 0.3824 2.9280 -4.8161 0.36 0.66 0.15 0.114
H 3.1281 2.0770 -6.0270 0.52 0.60 0.17 0.127
H 1.6443 5.6343 -1.1437 0.07 -1.28 -0.56 0.154
H 1.1847 4.9801 -2.7785 0.53 -0.72 1.24 0.142
H -0.3799 3.2029 -1.5351 0.76 0.82 0.24 0.124
H -0.0535 4.1035 0.0107 0.47 -0.01 -1.16 0.123
H -2.8113 5.4491 -2.4257 1.04 -0.91 0.52 0.131
H -1.9503 3.8957 -2.8040 -0.23 0.54 0.90 0.113
H -3.3403 2.8812 -1.2098 0.10 1.29 0.73 0.080
H -2.6351 3.8734 0.1724 -0.35 0.17 -1.14 0.076
H -4.0877 4.5052 -0.7586 1.21 -0.73 0.00 0.081
H 1.7424 3.1998 0.8251 0.03 -1.33 -0.85 0.120
H 1.0972 1.6333 1.4323 0.99 0.27 -1.33 0.128
H 3.7531 0.0200 0.2110 0.30 0.38 -0.07 0.076
H 4.4165 1.4104 -0.5053 -0.23 -0.32 0.30 0.091
H 4.3945 1.0129 2.8196 -0.66 -0.17 -0.21 0.092
H 3.1239 1.9043 3.2649 -0.11 -0.71 -0.27 0.083
H 5.1011 2.9084 1.2871 -0.42 0.28 0.35 0.084
H 3.8146 3.6406 2.1210 0.37 -0.20 -0.31 0.079
```
Forces are in eV/Å.

The SMILES is CCCCCCCCCN(CB(O)O)c1nc(B(O)O)n(OCCOCC)[n+]1CC(N)(N)N. As for the total charge: +1.


A structure of composition C29H23N3O7SeY. Source: the OMol25 dataset; level of theory: the ωB97M-V functional and the def2-TZVPD basis.

Structure (XYZ):
```
64
Properties=species:S:1:pos:R:3:forces:R:3:nbo_charge:R:1
Y -0.1924 0.2028 0.0452 1.36 -0.21 -1.67 1.944
O 3.0207 -2.0729 -2.3198 0.53 -0.15 -0.25 -0.628
C 2.2255 -1.2487 -1.6905 -0.77 -0.17 0.16 0.801
O 1.0648 -1.5121 -1.4015 0.25 0.18 0.09 -0.618
C 2.8063 0.0741 -1.3283 0.37 0.27 0.01 0.074
C 4.0836 0.5241 -1.6287 -0.44 -0.22 0.09 -0.171
C 4.4366 1.8036 -1.2060 -0.20 0.10 0.12 -0.137
C 3.5235 2.5717 -0.5032 -0.12 -0.13 0.03 -0.167
C 2.2636 2.0351 -0.2388 -0.10 0.29 0.13 0.132
N 1.9238 0.8207 -0.6492 1.11 0.29 -0.38 -0.531
C 1.1668 2.7715 0.5694 1.04 0.73 0.05 0.756
O 1.4571 3.8004 1.1280 0.07 -0.01 -0.07 -0.563
O 0.0387 2.1581 0.5823 -0.12 1.59 0.48 -0.854
H 2.5933 -2.9237 -2.5269 -0.13 0.29 0.16 0.524
H 4.7780 -0.1015 -2.1664 0.00 -0.07 -0.06 0.253
H 5.4196 2.1910 -1.4245 0.08 0.03 -0.02 0.245
H 3.7503 3.5641 -0.1451 0.01 0.06 0.02 0.267
O 0.7116 -0.1137 2.1706 -0.36 -0.03 0.60 -0.766
C -0.0101 -1.1178 2.9464 -0.22 -0.75 0.05 0.109
C -0.8342 -1.9896 1.9491 0.16 -0.83 0.71 0.805
O -1.2904 -3.0552 2.2846 0.20 0.11 0.12 -0.591
O -1.0416 -1.4150 0.8123 -0.92 -2.06 1.09 -0.892
C -1.1064 -0.4987 3.7885 0.10 0.34 0.10 -0.081
C -1.6132 0.7695 3.5177 0.19 -0.05 -0.14 -0.190
C -2.6276 1.2833 4.3125 -0.14 0.07 0.00 -0.222
C -3.1539 0.5321 5.3500 -0.03 0.10 -0.04 -0.203
C -2.6747 -0.7458 5.5909 0.01 -0.06 -0.03 -0.194
C -1.6546 -1.2616 4.8148 0.02 0.09 -0.01 -0.184
C 1.0439 -1.8506 3.7486 -0.08 0.04 -0.05 -0.075
C 1.5932 -3.0528 3.3250 -0.06 0.07 0.01 -0.138
C 2.6940 -3.5766 3.9837 0.09 -0.01 -0.06 -0.217
C 3.2565 -2.9017 5.0533 -0.01 -0.04 0.06 -0.194
C 2.6852 -1.7230 5.5031 0.10 0.10 0.01 -0.198
C 1.5860 -1.1955 4.8528 -0.08 -0.11 -0.11 -0.217
H 1.0870 0.4937 2.8321 0.02 -0.02 -0.42 0.523
H -1.2105 1.3825 2.7097 -0.02 -0.08 0.21 0.216
H -2.9991 2.2793 4.1242 -0.03 0.10 -0.02 0.225
H -3.9295 0.9457 5.9757 -0.09 0.04 0.04 0.226
H -3.0907 -1.3399 6.3893 -0.04 -0.06 0.10 0.226
H -1.2734 -2.2546 4.9963 0.02 -0.10 0.03 0.241
H 1.1577 -3.5847 2.4923 -0.03 -0.03 -0.06 0.219
H 3.1274 -4.5068 3.6492 0.02 -0.10 -0.04 0.221
H 4.1372 -3.2904 5.5401 0.05 -0.10 0.08 0.224
H 3.1047 -1.2026 6.3496 0.06 0.04 0.10 0.224
H 1.1440 -0.2736 5.2084 -0.05 0.07 0.04 0.219
C -2.7351 -2.8597 -2.1049 0.29 -0.25 -0.49 -0.417
N -3.3178 -2.1841 -0.9792 -0.08 0.54 0.29 -0.357
C -3.1749 -0.8956 -0.6654 0.19 0.69 -0.25 0.347
Se -2.2171 0.4227 -1.6117 -1.74 0.14 -1.20 -0.230
N -3.8058 -0.6435 0.4946 0.06 0.08 -0.31 -0.520
C -4.3270 -1.8188 0.9903 -0.09 -0.89 -0.17 0.106
C -5.0124 -2.1286 2.1546 0.04 0.03 -0.11 -0.206
C -5.3761 -3.4504 2.3306 0.01 0.08 0.04 -0.188
C -5.0722 -4.4304 1.3826 0.03 -0.02 -0.02 -0.191
C -4.3884 -4.1287 0.2217 0.06 0.14 -0.04 -0.221
C -4.0149 -2.8059 0.0394 -0.46 0.07 0.82 0.171
H -2.2386 -2.1293 -2.7436 -0.07 -0.07 0.11 0.245
H -3.5061 -3.3717 -2.6811 -0.02 0.05 0.06 0.226
H -2.0053 -3.5926 -1.7568 -0.01 0.06 0.03 0.224
H -3.8451 0.2704 0.9267 0.04 -0.18 -0.14 0.448
H -5.2427 -1.3719 2.8871 -0.03 0.07 0.12 0.232
H -5.9044 -3.7360 3.2275 -0.04 -0.01 0.06 0.229
H -5.3723 -5.4508 1.5656 -0.03 -0.06 0.02 0.230
H -4.1472 -4.8871 -0.5041 0.03 -0.12 -0.09 0.229
```
Forces are in eV/Å.

As for the energy above the lowest of the compared OMol25 structures with the same formula, charge and spin: 20.95 kcal per mole. As for the total charge: +1.


The molecule C4H2ClFOS. Source: the OMol25 dataset; level of theory: the ωB97M-V functional and the def2-TZVPD basis.

Structure (XYZ):
```
10
Properties=species:S:1:pos:R:3:forces:R:3:nbo_charge:R:1
C 1.1743 -0.1763 -0.0171 4.32 -1.80 -0.79 0.195
C 0.2445 -1.1621 -0.0950 0.33 3.77 0.34 -0.334
C -0.8863 -0.2852 -0.0921 -4.27 -7.17 0.47 -0.147
C -0.5878 0.9316 0.0248 -0.50 3.02 -0.85 0.572
H 3.0799 -1.4809 0.5373 -0.02 1.37 -0.56 0.149
H 0.3105 -2.1869 0.0498 0.14 -1.47 -0.07 0.251
O 0.7331 1.0821 -0.0959 -0.14 1.55 0.99 -0.409
F -1.5110 1.8449 0.0689 0.66 2.03 0.06 -0.265
S 3.0163 -0.1794 0.0148 -1.46 -1.57 0.58 0.000
Cl -2.5638 -0.8571 0.0236 0.94 0.26 -0.18 -0.011
```
Forces are in eV/Å.

As for the energy above the lowest of the compared OMol25 structures with the same formula, charge and spin: 22.96 kcal per mole. The SMILES is Fc1oc(S)cc1Cl.


Values of E_tot, in order: -68758.8125 -11088.1491 -7831.8851 -43408.5955 -115639.8949 -32300.6755, all in eV.
Values of largest force on an atom, in order: 3.9 3.7 0.3 7.2 2.5 8.4, all in eV Å⁻¹.
Values of HOMO energy, in order: -4.87 -9.83 -9.61 -11.85 -11.20 -8.73, all in eV.